1.
DFT (the ωB97M-V functional and the def2-TZVPD basis) results for an isolated ion of composition C18H29N2O3 and charge +1.

Geometry as ORCA input:
```
! RIJCOSX wB97M-V def2-TZVPD def2/J DEFGRID3
* xyz 1 1
O 0.65 -0.15 0.48
O -4.91 -0.50 -2.92
O -0.32 -1.78 -3.85
N -1.53 0.43 0.21
N 2.12 1.00 2.22
C 3.12 1.94 0.10
C -0.91 -0.71 -1.87
C -0.63 -2.34 -5.10
C -5.41 -1.02 -4.13
C -3.19 -0.07 -1.42
C 3.22 1.80 1.62
C -0.39 1.09 2.24
C 2.04 -2.13 4.34
C -2.65 -1.19 -3.49
C -1.31 -1.24 -3.10
C 2.04 2.90 -0.40
C 1.14 -1.93 3.16
C 0.92 1.81 2.55
C 1.60 -0.74 3.96
C -0.38 0.40 0.88
C 2.63 0.20 3.37
C -3.59 -0.60 -2.64
C -1.85 -0.13 -1.04
H 2.96 0.95 -0.34
H 3.24 2.79 2.10
H 0.96 2.09 3.61
H -1.32 -3.18 -5.01
H 2.10 3.86 0.10
H 4.09 2.30 -0.25
H -0.58 0.30 2.98
H 0.96 2.72 1.96
H 0.89 -0.27 4.63
H 4.16 1.30 1.85
H 1.55 -2.07 2.17
H -5.24 -2.10 -4.20
H -6.48 -0.83 -4.11
H 1.74 0.33 1.46
H 0.13 -0.77 -1.61
H 3.07 -2.41 4.16
H -1.20 1.81 2.31
H 2.19 3.07 -1.46
H -2.32 0.88 0.66
H 1.04 2.49 -0.28
H 1.63 -2.56 5.23
H 0.32 -2.70 -5.50
H 0.11 -2.23 3.25
H 3.00 0.89 4.13
H -1.04 -1.59 -5.79
H -4.96 -0.52 -4.99
H 3.47 -0.40 3.00
H -2.95 -1.60 -4.43
H -3.94 0.38 -0.79
*
```

Maximum force, eV Å⁻¹: 0.75
SMILES: CCC[N@H+](CCC(=O)Nc1cc(OC)cc(OC)c1)CC1CC1
Relative energy (zero: lowest compared OMol25 entry of this formula, charge and spin), eV: 1.537
Lowest unoccupied orbital energy, eV: -2.084
Electronic energy, Ha: -1038.27446

Results of the Mulliken charge analysis, in e, for atoms 1 through 5: atom 1 (O): -0.66, atom 2 (O): -0.45, atom 3 (O): -0.43, atom 4 (N): -0.04, atom 5 (N): 0.58


2.
DFT (the ωB97M-V functional and the def2-TZVPD basis) results for an isolated ion of composition C18H29N2O5 and charge +1.

Geometry as ORCA input:
```
! RIJCOSX wB97M-V def2-TZVPD def2/J DEFGRID3
* xyz 1 1
O 2.81 1.24 -3.74
O -0.17 4.53 -2.18
O 1.82 3.53 -3.99
O -0.76 0.81 1.07
O 0.54 -0.88 0.34
N 0.12 -3.23 1.44
N -2.16 -2.33 2.46
C 3.45 -0.01 -3.68
C -1.07 -3.88 0.84
C -1.20 -2.63 3.47
C 0.12 0.28 0.21
C -1.14 0.01 2.20
C -2.36 -3.48 1.61
C 1.36 -3.80 0.89
C 0.35 3.28 -2.01
C 1.48 0.72 -1.78
C 0.52 1.16 -0.86
C 1.32 2.85 -2.94
C -1.13 5.00 -1.27
C -2.16 -1.05 1.75
C 1.88 1.55 -2.80
C 1.41 4.84 -4.32
C -1.70 0.96 3.24
C -0.03 2.44 -0.99
C 0.09 -3.30 2.91
H -2.68 -4.30 2.26
H -0.77 2.75 -0.27
H -2.52 1.53 2.81
H 2.21 -3.25 1.27
H 1.64 5.54 -3.51
H 0.14 -2.20 1.13
H -0.96 -1.74 4.05
H 2.00 5.10 -5.20
H 0.35 4.89 -4.55
H -2.07 0.40 4.09
H -2.03 4.38 -1.28
H 0.13 -4.36 3.19
H 1.90 -0.27 -1.66
H 1.35 -3.72 -0.19
H 3.99 -0.13 -2.74
H 2.73 -0.83 -3.80
H -1.13 -3.57 -0.21
H -0.94 1.65 3.58
H -3.16 -0.62 1.86
H 0.99 -2.81 3.30
H -1.38 6.00 -1.60
H 4.15 -0.02 -4.51
H -0.94 -4.96 0.88
H -2.01 -1.22 0.67
H -1.67 -3.33 4.17
H -0.22 -0.46 2.57
H -0.74 5.05 -0.25
H 1.45 -4.85 1.17
H -3.17 -3.28 0.91
*
```

Maximum force, eV Å⁻¹: 0.76
SMILES: COc1cc(C(=O)O[C@@H](C)CN2CC[NH+](C)CC2)cc(OC)c1OC
Relative energy (zero: lowest compared OMol25 entry of this formula, charge and spin), eV: 0.122
Lowest unoccupied orbital energy, eV: -2.285
Electronic energy, Ha: -1188.73653

Results of the Mulliken charge analysis, in e, for atoms 1 through 5: atom 1 (O): -0.42, atom 2 (O): -0.48, atom 3 (O): -0.46, atom 4 (O): -0.29, atom 5 (O): -0.93